{"formula": "C36H37F3O3P2SSn", "method": "ωB97M-V with the def2-TZVPD basis set", "total_charge": 0, "fmax_ha_per_bohr": 0.061, "energy_ha": -3214.4005, "homo_energy_ev": -5.67, "lumo_energy_ev": -0.20, "orbital_gap_ha": 0.2008, "multiplicity": 1, "elements": ["Sn", "C", "C", "C", "C", "C", "C", "C", "C", "C", "H", "H", "H", "H", "H", "H", "H", "H", "H", "H", "H", "H", "H", "H", "H", "P", "P", "C", "C", "C", "C", "C", "C", "C", "C", "C", "C", "C", "C", "C", "C", "C", "C", "C", "C", "C", "C", "C", "C", "C", "C", "C", "C", "H", "H", "H", "H", "H", "H", "H", "H", "H", "H", "H", "H", "H", "H", "H", "H", "H", "H", "H", "H", "H", "H", "F", "C", "F", "F", "S", "O", "O", "O"], "positions_angstrom": [[2.563712, -0.120502, 1.560759], [-3.787261, 1.457554, -3.007211], [-3.922906, 1.767318, -1.713401], [-4.904043, 1.179077, -0.739113], [-5.466701, -0.216717, -1.088419], [-4.429785, -1.291158, -1.265743], [-3.767695, -1.615693, -2.383742], [-3.922689, -1.000111, -3.743045], [-4.533471, 0.418683, -3.798396], [3.988662, -1.745142, 1.990957], [-3.095270, 2.049501, -3.621040], [-3.345829, 2.608601, -1.310792], [-5.763541, 1.860754, -0.614180], [-4.423125, 1.125992, 0.250092], [-6.094400, -0.521289, -0.235923], [-6.143481, -0.130943, -1.945505], [-4.280088, -1.902092, -0.366276], [-3.106978, -2.489518, -2.374158], [-4.543127, -1.652801, -4.381190], [-2.933821, -0.971941, -4.226096], [-4.488208, 0.734143, -4.852970], [-5.597385, 0.368703, -3.542599], [4.754095, -1.717420, 1.202796], [3.465106, -2.710830, 1.983366], [4.458389, -1.580520, 2.970280], [0.654301, 1.541878, 0.684741], [0.600530, -1.806175, 0.824902], [-0.829091, 0.558661, 0.451536], [-0.862083, -0.796265, 0.573473], [0.357588, 2.801365, 1.960929], [-0.936270, 3.315758, 2.128942], [-1.176706, 4.295635, 3.094828], [-0.127917, 4.735875, 3.914808], [1.159485, 4.201962, 3.770202], [1.406476, 3.240941, 2.793364], [1.091056, 2.390584, -0.875249], [1.622351, 1.652899, -1.953845], [1.955190, 2.300398, -3.142371], [1.748935, 3.680406, -3.267293], [1.219609, 4.416045, -2.200949], [0.891855, 3.772482, -1.008577], [0.326176, -3.005586, 2.178430], [0.315342, -2.562263, 3.518306], [0.103756, -3.474405, 4.550544], [-0.101815, -4.828486, 4.255716], [-0.074008, -5.277050, 2.930135], [0.152595, -4.371433, 1.894704], [0.955569, -2.710425, -0.704024], [2.271127, -3.080520, -1.051142], [2.487340, -3.827016, -2.207683], [1.407823, -4.173228, -3.029565], [0.101226, -3.781927, -2.700993], [-0.121626, -3.042964, -1.541011], [-1.730114, 1.125869, 0.180424], [-1.809133, -1.351288, 0.514004], [-1.746018, 2.948436, 1.498253], [-2.180138, 4.710077, 3.205381], [-0.318889, 5.493130, 4.674850], [1.973092, 4.542320, 4.418236], [2.410718, 2.832295, 2.655656], [1.778676, 0.576810, -1.847079], [2.380763, 1.725492, -3.969351], [2.009102, 4.184204, -4.198162], [1.068191, 5.494987, -2.289862], [0.500088, 4.338743, -0.161638], [0.489165, -1.506107, 3.741333], [0.096172, -3.127256, 5.585738], [-0.280019, -5.536417, 5.063850], [-0.228187, -6.333516, 2.700381], [0.203804, -4.716984, 0.861092], [3.106464, -2.789516, -0.410183], [3.502345, -4.143066, -2.464664], [1.583929, -4.748291, -3.936922], [-0.742798, -4.054530, -3.338219], [-1.129791, -2.724067, -1.273424], [6.414080, 0.385047, 1.752286], [5.703890, 1.535065, 1.769191], [4.781538, 1.431721, 2.797707], [6.523526, 2.551794, 2.087301], [4.761930, 1.792742, 0.172861], [3.831253, 2.855877, 0.493363], [5.735645, 1.983969, -0.859848], [4.031739, 0.451669, -0.013863]], "forces_ev_per_angstrom": [[0.59, -0.29, 3.09], [0.16, 0.45, 0.19], [-0.18, 0.26, -0.44], [-0.06, -0.30, 0.17], [-0.41, 0.23, 0.42], [0.24, -0.45, -0.25], [-0.47, -0.23, 0.34], [0.09, 0.35, -0.26], [-0.10, -0.21, -0.54], [0.26, -0.66, -1.01], [-0.04, -0.22, 0.47], [-0.03, -0.29, -0.24], [0.30, -0.08, -0.03], [-0.09, 0.00, -0.15], [0.08, 0.11, -0.27], [0.21, -0.19, 0.39], [0.22, 0.17, -0.34], [-0.14, 0.28, 0.19], [0.19, 0.05, 0.22], [-0.17, -0.01, 0.11], [-0.12, -0.12, 0.27], [0.39, 0.16, -0.18], [0.00, -0.35, 0.31], [0.29, 0.01, 0.10], [-0.28, 0.12, -0.27], [1.49, 0.24, -1.60], [1.72, 0.66, 0.43], [-0.89, -0.71, -0.14], [-0.65, 0.86, -0.21], [-0.46, 0.00, 0.10], [0.28, 0.17, 0.26], [0.23, -0.08, 0.05], [-0.02, -0.24, -0.20], [-0.31, 0.13, -0.05], [-0.06, -0.23, -0.38], [-0.91, 0.37, -0.40], [-0.20, 0.28, 0.36], [-0.14, 0.13, 0.15], [-0.05, -0.06, 0.19], [0.16, -0.17, -0.08], [0.16, -0.20, -0.11], [-0.33, -0.32, 0.01], [0.00, -0.09, -0.41], [-0.05, -0.17, -0.23], [0.03, 0.17, -0.21], [0.06, 0.15, 0.21], [-0.01, 0.29, 0.14], [-0.54, -0.32, -0.36], [-0.47, 0.07, 0.22], [-0.19, 0.02, -0.06], [-0.19, 0.11, 0.18], [0.32, 0.04, 0.00], [0.36, -0.21, -0.04], [-0.09, -0.58, 0.31], [0.16, 0.50, -0.17], [0.12, 0.20, 0.17], [0.31, -0.10, 0.02], [0.05, -0.17, -0.19], [-0.32, -0.13, -0.27], [-0.36, 0.14, 0.04], [0.02, 0.27, -0.03], [-0.15, 0.24, 0.29], [-0.05, -0.12, 0.24], [0.07, -0.37, -0.02], [0.08, -0.10, -0.30], [-0.06, -0.29, -0.08], [0.01, -0.13, -0.33], [0.05, 0.15, -0.18], [0.07, 0.33, 0.11], [-0.08, 0.06, 0.28], [-0.22, -0.10, -0.16], [-0.39, 0.16, 0.05], [-0.03, 0.10, 0.20], [0.32, 0.08, 0.13], [0.24, -0.14, -0.12], [-0.45, 0.97, -0.09], [-0.18, -0.47, 1.17], [1.11, 0.12, -1.00], [-0.56, -0.65, -0.54], [-1.12, -0.62, -0.65], [0.66, -0.52, 0.01], [-0.11, 0.01, 0.52], [0.60, 1.46, 0.52]], "lowdin_charge": [0.902, -0.099, -0.125, -0.192, -0.203, -0.108, -0.112, -0.187, -0.204, -0.353, 0.106, 0.097, 0.118, 0.102, 0.110, 0.096, 0.100, 0.085, 0.118, 0.112, 0.110, 0.095, -0.023, -0.033, -0.008, 0.872, 0.914, -0.269, -0.280, -0.361, -0.097, -0.081, -0.078, -0.067, -0.086, -0.354, -0.098, -0.074, -0.081, -0.078, -0.087, -0.342, -0.091, -0.075, -0.077, -0.078, -0.081, -0.367, -0.068, -0.067, -0.073, -0.073, -0.095, 0.055, 0.070, 0.092, 0.103, 0.103, 0.112, 0.066, 0.099, 0.108, 0.102, 0.105, 0.101, 0.090, 0.109, 0.105, 0.107, 0.102, 0.092, 0.113, 0.105, 0.105, 0.079, 0.118, -0.593, 0.019, 0.136, 0.532, -0.302, -0.260, -0.488]}